Record 1
Below is a 3-piece molecular cluster, C3H14NO2S2 overall in a non-equilibrium geometry, with properties calculated with wB97M-V/def2-TZVPD.

Cartesian coordinates (Å):
H (3.470, -1.020, -4.645)
H (0.547, 0.688, 1.802)
H (2.141, -1.380, 0.782)
H (1.213, -2.838, 0.349)
H (-0.779, -1.496, 1.917)
O (2.883, -1.036, -3.978)
S (-1.634, 2.844, 1.374)
H (-1.889, -0.613, 1.087)
H (1.934, -1.795, -0.794)
H (2.521, -1.885, -4.157)
H (-0.402, -0.635, -0.855)
H (-1.091, -2.177, 0.450)
C (0.692, 0.658, 0.704)
C (1.305, -1.699, 0.170)
N (-1.081, -1.215, 0.982)
S (-0.291, 2.001, 0.051)
C (0.261, -0.688, 0.127)
O (-0.631, -4.082, -0.224)
H (-1.159, -4.564, 0.473)
H (-0.646, -4.645, -1.039)
H (1.826, 0.826, 0.639)
H (-0.877, 3.831, 1.932)

The calculation puts the frontier orbital gap at 9.499 eV. Its total charge is +1. The LUMO energy is -3.15 eV.

Atom charges from the Löwdin analysis, given in e for atoms 1 to 5:
1. H -0.027
2. H 0.088
3. H 0.079
4. H 0.110
5. H 0.146


Record 2
Below is a 4-piece molecular cluster, C3H14NO4 overall in a non-equilibrium geometry, with properties calculated with wB97M-V/def2-TZVPD.

Cartesian coordinates (Å):
H (-2.949, -2.492, 3.317)
H (-3.813, -3.150, 2.175)
H (1.687, 1.181, 0.662)
O (-2.899, -1.017, 0.085)
H (1.584, 1.512, -1.007)
H (-1.086, 3.453, 0.438)
H (4.153, 0.092, -2.911)
N (-0.252, 1.587, 0.033)
H (-3.293, -1.278, 0.933)
H (4.931, -0.160, -1.714)
H (-0.839, 0.979, 0.614)
C (-0.152, 2.949, 0.677)
O (4.118, 0.283, -1.967)
O (-3.093, -2.540, 2.365)
C (1.194, -0.547, -0.351)
H (-2.832, -1.866, -0.371)
H (2.046, -0.917, 0.242)
H (0.664, 3.475, 0.195)
O (0.547, -1.256, -1.067)
C (1.067, 0.960, -0.218)
H (0.006, 2.843, 1.742)
H (-0.843, 1.633, -0.794)

The calculation puts the frontier orbital gap at 10.632 eV. Its total charge is +1. The LUMO energy is -3.38 eV.

Atom charges from the Löwdin analysis, given in e for atoms 1 to 5:
1. H 0.062
2. H 0.061
3. H 0.136
4. O -0.087
5. H 0.146


Record 3
Below is a 5-piece molecular cluster, C3H14NO4 overall in a non-equilibrium geometry, with properties calculated with wB97M-V/def2-TZVPD.

Cartesian coordinates (Å):
O (1.424, -0.286, 2.271)
H (3.387, -1.187, -1.341)
H (-1.283, 1.449, 1.945)
H (0.421, 1.184, -3.608)
H (-1.683, -0.813, -0.900)
H (-0.638, 2.735, 1.416)
H (-0.163, 0.153, 0.369)
C (2.310, -1.247, -1.349)
H (1.919, -2.038, -1.975)
O (-0.182, 1.118, -2.860)
C (-0.647, -1.031, -1.134)
H (-3.690, -0.931, 2.166)
O (-0.594, 1.774, 1.359)
O (-2.908, -0.406, 1.968)
H (-1.067, 1.020, -3.222)
H (2.037, -0.092, 2.987)
H (-0.394, -1.681, -1.947)
N (0.186, -0.405, -0.404)
C (1.606, -0.526, -0.501)
H (0.890, 0.523, 2.258)
H (-3.011, 0.400, 2.481)
H (2.082, 0.287, 0.021)

The calculation puts the frontier orbital gap at 9.586 eV. Its total charge is +1. The LUMO energy is -4.39 eV.

Atom charges from the Löwdin analysis, given in e for atoms 1 to 5:
1. O -0.052
2. H 0.083
3. H 0.039
4. H 0.058
5. H 0.123


Record 4
Below is a 5-piece molecular cluster, C3H14NO4 overall in a non-equilibrium geometry, with properties calculated with wB97M-V/def2-TZVPD.

Cartesian coordinates (Å):
H (0.916, 0.165, 0.447)
H (-0.970, 1.486, -0.442)
C (2.031, 0.265, -1.392)
C (2.301, -1.039, -1.756)
H (1.867, -1.910, -1.282)
H (-1.491, 3.768, -2.011)
H (-0.151, 1.415, -2.085)
O (-1.714, 2.866, -2.292)
H (1.705, 0.376, 2.354)
O (1.997, -0.305, 1.739)
H (3.016, -1.343, -2.517)
H (-1.078, -1.375, 2.042)
N (0.905, 0.531, -0.542)
H (-2.434, 2.925, -2.926)
H (-2.876, -2.764, 1.321)
H (-3.323, -2.871, 2.746)
C (-0.098, 1.182, -1.027)
H (-1.444, -0.187, 2.790)
H (2.711, 1.113, -1.516)
O (-0.923, -0.420, 2.015)
H (1.568, -1.064, 2.132)
O (-2.518, -2.813, 2.201)

The calculation puts the frontier orbital gap (spin up / spin down) at 6.950 / 3.357 eV. Its total charge is +2. The LUMO energy (spin up / spin down) is -10.32 / -13.91 eV. As for the multiplicity: 2.

Atom charges from the Löwdin analysis, given in e for atoms 1 to 5:
1. H 0.122
2. H 0.145
3. C 0.115
4. C 0.364
5. H 0.140


Record 5
Below is a 4-piece molecular cluster, C3H14O3S overall in a non-equilibrium geometry, with properties calculated with wB97M-V/def2-TZVPD.

Cartesian coordinates (Å):
H (1.073, 0.222, 0.174)
H (1.574, -1.274, -0.491)
C (-0.554, -1.229, 0.003)
H (-2.713, 1.742, 0.477)
H (-3.178, -2.609, -1.868)
C (-1.747, 1.265, 0.373)
H (-4.224, -2.887, -0.798)
H (3.533, 1.629, 1.947)
H (-1.026, 1.862, -0.154)
H (0.605, -0.160, -1.488)
C (0.730, -0.572, -0.486)
S (-2.045, -0.300, -0.461)
H (2.443, 1.853, -0.212)
H (-1.360, 1.066, 1.372)
H (2.751, 2.698, -1.450)
O (3.169, 2.246, -0.710)
O (-3.469, -3.282, -1.241)
H (-0.695, -2.199, -0.467)
H (-0.561, -1.313, 1.081)
H (2.700, 0.394, 2.593)
O (2.994, 0.849, 1.805)

The calculation puts the frontier orbital gap at 9.153 eV. The LUMO energy is 0.57 eV. Its SMILES is CCSC.O.O.O.

Atom charges from the Löwdin analysis, given in e for atoms 1 to 5:
1. H 0.029
2. H 0.082
3. C -0.536
4. H 0.024
5. H 0.008


Record 6
Below is a 4-piece molecular cluster, C3H14O3S2 overall in a non-equilibrium geometry, with properties calculated with wB97M-V/def2-TZVPD.

Cartesian coordinates (Å):
C (1.031, -0.458, 0.702)
H (0.958, -1.414, 0.100)
H (-0.090, -1.478, 2.259)
S (-1.884, -0.385, 1.114)
H (2.064, -0.201, 1.064)
O (-0.428, -4.087, 0.464)
C (-0.142, -0.502, 1.760)
H (-0.195, 0.437, 2.383)
O (2.068, 2.481, -1.766)
H (-1.478, -0.234, -3.071)
H (-0.280, 0.559, -1.709)
O (0.044, 2.413, 0.671)
H (-0.461, 3.127, 0.271)
H (-0.508, 2.037, 1.386)
H (-0.133, -3.624, 1.236)
S (-1.829, -1.332, -0.657)
H (-0.916, -3.400, -0.046)
H (3.032, 2.272, -1.730)
H (0.811, 0.260, -0.026)
H (1.866, 2.762, -0.869)
C (-1.316, 0.094, -1.904)
H (-2.212, 0.671, -1.631)

The calculation puts the frontier orbital gap at 9.460 eV. The LUMO energy is 0.32 eV. Its SMILES is CCSSC.O.O.O.

Atom charges from the Löwdin analysis, given in e for atoms 1 to 5:
1. C -0.155
2. H 0.072
3. H 0.046
4. S 0.464
5. H 0.096


Asked for energy above the lowest of the compared OMol25 structures with the same formula, charge and spin across the records above, the calculation gives 2.395, 1.642, 1.993, 1.647, 0.589, 1.459 eV in order.